a | Entry from the OMol25 dataset: a 2-piece molecular cluster, C3H13N2O overall (ωB97M-V with the def2-TZVPD basis set).

Cartesian coordinates (Å):
C 1.8835 -0.0164 -1.0676
C 0.5040 -0.8321 -1.1713
C -0.3851 -0.9395 0.1228
N -0.5146 0.4537 0.6677
N 1.5987 1.4489 -1.2383
H 2.5768 -0.2472 -0.2092
H 2.3831 -0.2351 -2.0652
H 0.7459 -1.8535 -1.4234
H 0.1956 -0.3962 -2.0926
H 0.1953 -1.5213 0.9248
H -1.3391 -1.3158 -0.2391
H -0.3948 0.4865 1.7105
H 0.8508 1.7354 -0.4821
H -1.5120 0.8436 0.4590
H 2.4284 2.0357 -1.0116
H 1.0396 1.7705 -2.1088
H -3.9536 -0.0175 2.8050
H -3.2307 -1.0889 3.4244
O -3.0718 -0.3108 2.9950

Values from the calculation:
- multiplicity = 1
- charge = +1


b | Entry from the OMol25 dataset: a 2-piece molecular cluster, C3H13N2O overall (ωB97M-V with the def2-TZVPD basis set).

Cartesian coordinates (Å):
C 0.7666 1.1828 -0.2596
C -0.2145 0.4504 -1.3585
C -1.6629 0.4415 -0.9625
N -1.9297 -0.2816 0.2994
N 0.5729 0.3628 1.0486
H 0.3990 2.1661 -0.1535
H 1.7599 1.1288 -0.5952
H -0.2132 0.9061 -2.3618
H 0.1321 -0.6358 -1.5231
H -2.1439 1.4794 -0.6911
H -2.2694 0.2054 -1.8529
H -2.8801 -0.0527 0.7314
H -0.4982 -0.0367 0.9412
H -1.9719 -1.4092 0.1704
H 0.7271 0.9963 1.7634
H 1.1513 -0.4814 1.0295
H 2.9681 -2.7093 0.8397
H 2.8896 -1.7113 1.8230
O 2.4172 -2.0016 1.1117

Values from the calculation:
- multiplicity = 1
- charge = +1


c | Entry from the OMol25 dataset: a 2-piece molecular cluster, C3H13N2O overall (ωB97M-V with the def2-TZVPD basis set).

Cartesian coordinates (Å):
N -0.8802 -0.0191 1.2586
C 0.4856 0.3262 0.6862
C 0.3499 1.5901 -0.1531
C 0.9971 -0.8495 -0.1441
N 2.3327 -0.5522 -0.6762
H -0.8391 -0.9348 1.8471
H -1.5388 -0.2697 0.4592
H -1.2291 0.7259 1.8014
H 1.1515 0.4752 1.5877
H -0.2738 1.4535 -0.9838
H 1.3400 1.8600 -0.6171
H -0.0377 2.4118 0.4664
H 1.0636 -1.7915 0.4772
H 0.2897 -1.0996 -0.9694
H 3.0212 -0.6456 0.0068
H 2.5568 -1.2143 -1.4442
H -3.3819 -1.1137 -1.0402
H -2.7278 0.0998 -1.6683
O -2.6798 -0.4523 -0.8942

Values from the calculation:
- multiplicity = 1
- charge = +1


Energies relative to the most stable structure, in kJ/mol: a 116.3; b 69.8; c 0.0.


a | Entry from the OMol25 dataset: a 2-piece molecular cluster, C3H11NOS overall (ωB97M-V with the def2-TZVPD basis set).

Cartesian coordinates (Å):
S -0.2481 -1.4910 -1.1163
N 1.6717 3.0300 -0.2874
C -0.2117 -0.2205 0.1498
C 0.8445 2.0841 0.3650
C 0.7808 0.8146 -0.4846
H -0.7897 -2.4415 -0.3253
H 1.7441 3.8223 0.3605
H 1.0490 3.3364 -1.0431
H 0.0967 -0.7277 1.0842
H -1.2406 0.1603 0.2973
H -0.1687 2.5051 0.5126
H 1.2862 1.9117 1.3653
H 0.3294 1.1425 -1.4407
H 1.7744 0.3829 -0.7121
O -2.2647 -4.4064 0.5900
H -3.0569 -4.9898 0.6097
H -1.5965 -4.9130 0.0750

Values from the calculation:
- multiplicity = 1
- SMILES = NCCCS.O


b | Entry from the OMol25 dataset: a 2-piece molecular cluster, C3H11NOS overall (ωB97M-V with the def2-TZVPD basis set).

Cartesian coordinates (Å):
C 2.4696 -0.7168 -0.9783
S 1.9833 -0.3115 0.7298
C 2.0312 -1.9932 1.5228
H 3.5487 -0.6054 -1.0935
H 2.2266 -1.7463 -1.2312
H 1.9764 -0.0359 -1.6661
H 1.7778 -2.7619 0.8001
H 1.2893 -1.9230 2.3096
H 3.0387 -2.1471 1.8889
N -2.3906 1.1375 -1.7757
C -2.9508 0.6382 -0.5315
O -3.1072 1.5857 0.4997
H -1.4019 1.0652 -1.8162
H -2.7513 2.0372 -2.0452
H -2.2311 -0.1175 -0.2158
H -3.8926 0.1674 -0.7981
H -2.6774 2.3894 0.2117

Values from the calculation:
- multiplicity = 1
- SMILES = CSC.NCO


c | Entry from the OMol25 dataset: a 2-piece molecular cluster, C3H11NOS overall (ωB97M-V with the def2-TZVPD basis set).

Cartesian coordinates (Å):
C 0.2896 0.2885 1.1822
C 0.9292 -0.3309 -0.0737
C 0.9783 -1.8540 -0.0196
S 0.9848 -2.6789 -1.6075
N -1.1701 0.3838 1.0861
H 0.4474 -0.3118 2.0759
H 0.6808 1.3064 1.2662
H 1.8798 0.0520 -0.4609
H 0.2222 -0.0321 -0.8630
H 1.9079 -2.1344 0.4802
H 0.1777 -2.2057 0.6152
H -0.0905 -2.0468 -2.0981
H -1.6027 -0.5194 1.2385
H -1.4243 0.6928 0.1514
H -1.1950 3.6515 -1.5347
H -1.6437 2.9612 -0.2659
O -1.3714 2.7777 -1.1721

Values from the calculation:
- multiplicity = 1
- SMILES = NCCCS.O


Energies relative to the most stable structure, in kJ/mol: a 26.1; b 41.4; c 0.0.


a | Entry from the OMol25 dataset: a 2-piece molecular cluster, C3H11NOS overall (ωB97M-V with the def2-TZVPD basis set).

Cartesian coordinates (Å):
C 1.2098 -1.2239 -0.1956
C 0.1079 -0.1325 -0.2995
C 0.2557 0.6953 -1.6058
S 0.5258 2.4654 -1.3232
N -1.2168 -0.6797 -0.0914
H 1.6785 -1.4093 -1.1599
H 1.9467 -1.0396 0.5801
H 0.7589 -2.1944 0.0443
H 0.3436 0.5427 0.5240
H -0.5151 0.4793 -2.3555
H 1.1125 0.3108 -2.1618
H 0.0721 2.5624 -0.0740
H -1.2484 -1.6766 -0.0183
H -1.9294 -0.3535 -0.7215
H -0.5102 0.0255 2.9248
H -1.7259 0.7369 2.7909
O -0.8656 0.8912 3.1422

Values from the calculation:
- multiplicity = 1
- SMILES = C[C@H](N)CS.O


b | Entry from the OMol25 dataset: a 2-piece molecular cluster, C3H11NOS overall (ωB97M-V with the def2-TZVPD basis set).

Cartesian coordinates (Å):
C -0.6850 -0.0924 -2.4688
S -1.7549 0.3050 -1.1039
C -1.7026 -1.1382 -0.0576
H 0.1484 -0.7189 -2.1290
H -0.3935 0.7860 -3.0359
H -1.1556 -0.7632 -3.1889
H -1.4982 -1.0055 1.0031
H -2.6121 -1.7203 -0.1930
H -0.8743 -1.7899 -0.3620
N 1.7059 0.1760 0.7315
C 0.7077 0.7332 1.6073
O 1.1528 1.8295 2.4110
H 2.1490 0.8150 0.1084
H 2.3971 -0.3869 1.1879
H -0.1906 0.8767 1.0140
H 0.6041 -0.0599 2.3551
H 2.0018 2.1537 2.1207

Values from the calculation:
- multiplicity = 1
- SMILES = CSC.NCO


c | Entry from the OMol25 dataset: a 2-piece molecular cluster, C3H11NOS overall (ωB97M-V with the def2-TZVPD basis set).

Cartesian coordinates (Å):
C -0.8044 1.6647 1.6163
C 0.2122 0.4279 1.6557
C 0.8552 0.1564 0.3344
S 1.1320 -1.6341 0.1106
N 1.1404 0.7475 2.7181
H -0.2316 2.4417 1.1121
H -1.6537 1.4216 0.9925
H -1.1636 1.7429 2.6356
H -0.4277 -0.3647 2.1066
H 1.7712 0.7535 0.1937
H 0.2792 0.4402 -0.5552
H 2.3256 -1.8848 0.6329
H 0.7877 0.7489 3.6581
H 1.9672 1.3241 2.6911
H -2.4179 0.3309 -5.1677
H -3.9698 0.4420 -5.5975
O -3.1573 -0.0280 -5.6756

Values from the calculation:
- multiplicity = 1
- SMILES = C[C@H](N)CS.O


Energies relative to the most stable structure, in kJ/mol: a 0.0; b 26.0; c 33.5.